(1)
ORCA calculation (ωB97M-V with the def2-TZVPD basis set) on C5H9N in the gas phase at a distorted geometry.

Last column: natural (NBO) charge in e.
CARTESIAN COORDINATES (ANGSTROEM)
1 N -1.04 -0.21 -1.96  -0.540
2 C -0.02 1.13 1.43  -0.264
3 C 0.09 -0.04 0.18  0.098
4 C -0.81 0.63 -0.80  -0.356
5 C 0.24 -1.51 0.06  -0.648
6 C 1.22 0.73 0.73  -0.513
7 H -2.01 0.08 -2.23  0.314
8 H 1.69 1.48 0.02  0.253
9 H -1.76 0.83 -0.25  0.273
10 H 1.91 0.10 1.32  0.208
11 H -0.49 -1.86 -0.59  0.247
12 H 1.24 -1.80 -0.42  0.244
13 H 0.23 -1.91 1.11  0.226
14 H -0.19 0.74 2.39  0.147
15 H -0.30 1.60 -0.98  0.310

Computed properties:
Molar mass   83.1 g/mol
LUMO energy   -2.666 eV
Frontier orbital gap   4.70 eV
E_tot   -250.3426 Ha

---

(2)
ORCA calculation (ωB97M-V with the def2-TZVPD basis set) on C5H9N in the gas phase at a distorted geometry.

Last column: natural (NBO) charge in e.
CARTESIAN COORDINATES (ANGSTROEM)
1 N 2.22 -0.52 -2.25  -0.334
2 C 1.78 0.25 0.22  -0.509
3 C -0.73 0.35 -0.24  -0.405
4 C 2.05 -0.17 -1.15  0.287
5 C 0.38 -0.18 0.68  -0.377
6 C -2.10 -0.23 0.10  -0.602
7 H 2.55 -0.17 0.88  0.250
8 H 1.88 1.35 0.26  0.244
9 H -0.76 1.45 -0.17  0.196
10 H -2.36 -0.07 1.15  0.201
11 H -2.88 0.23 -0.52  0.214
12 H 0.33 -1.27 0.72  0.207
13 H -0.48 0.10 -1.28  0.212
14 H 0.22 0.19 1.70  0.208
15 H -2.12 -1.31 -0.09  0.206

Computed properties:
Molar mass   83.1 g/mol
LUMO energy   0.917 eV
Frontier orbital gap   12.37 eV
E_tot   -250.6641 Ha

---

(3)
ORCA calculation (ωB97M-V with the def2-TZVPD basis set) on C5H9N in the gas phase at a distorted geometry.

Last column: natural (NBO) charge in e.
CARTESIAN COORDINATES (ANGSTROEM)
1 N 1.86 -0.10 0.19  -0.420
2 C -1.77 -0.79 0.96  -0.695
3 C 2.29 -0.71 -0.95  -0.027
4 C 1.02 0.89 0.19  0.044
5 C -1.35 0.54 0.50  -0.227
6 C -0.31 0.77 -0.50  -0.523
7 H 2.24 -0.17 -1.86  0.164
8 H -2.15 -1.65 0.28  0.209
9 H -0.47 1.72 -1.05  0.226
10 H -2.23 -0.77 2.02  0.218
11 H 1.07 1.59 1.04  0.206
12 H -0.68 -0.87 0.96  0.244
13 H -0.17 0.04 -1.33  0.204
14 H -2.18 1.21 0.41  0.180
15 H 2.82 -1.69 -0.87  0.195

Computed properties:
Molar mass   83.1 g/mol
LUMO energy   -1.346 eV
Frontier orbital gap   4.87 eV
E_tot   -250.4147 Ha

---

(4)
ORCA calculation (ωB97M-V with the def2-TZVPD basis set) on 2 unconnected molecules or ions with the total composition C5H9N at a distorted geometry.

Last column: natural (NBO) charge in e.
CARTESIAN COORDINATES (ANGSTROEM)
1 N 0.43 -2.01 -1.13  -0.318
2 C 0.27 1.09 0.53  -0.382
3 C -0.64 -0.13 0.38  -0.520
4 C -1.55 -1.01 -2.21  -0.317
5 C 1.44 0.86 1.48  -0.611
6 C -0.09 -1.17 -0.51  0.328
7 H 2.12 0.09 1.11  0.212
8 H 2.02 1.78 1.61  0.217
9 H -0.93 -0.89 -3.11  0.116
10 H -1.97 -2.03 -2.29  0.116
11 H -0.36 1.91 0.90  0.210
12 H -0.89 -0.58 1.34  0.240
13 H 0.63 1.40 -0.46  0.213
14 H -1.57 0.15 -0.13  0.292
15 H 1.08 0.55 2.47  0.203

Computed properties:
Molar mass   83.1 g/mol
LUMO energy   -0.114 eV
Frontier orbital gap   8.92 eV
E_tot   -250.4994 Ha

---

(5)
ORCA calculation (ωB97M-V with the def2-TZVPD basis set) on C5H9N in the gas phase at a distorted geometry.

Last column: natural (NBO) charge in e.
CARTESIAN COORDINATES (ANGSTROEM)
1 N -0.44 -1.28 -0.34  -0.424
2 C -0.52 1.11 0.35  -0.436
3 C -0.06 -0.35 0.60  0.191
4 C -0.21 -1.25 -1.58  0.013
5 C 0.62 -0.64 1.73  -0.521
6 C 0.44 1.96 -0.49  -0.616
7 H -0.58 1.45 1.38  0.224
8 H 0.56 -1.61 2.20  0.201
9 H -0.18 2.48 -1.23  0.210
10 H 1.05 2.66 0.08  0.220
11 H 0.79 -1.02 -1.98  0.137
12 H -1.04 -1.37 -2.29  0.170
13 H 1.06 1.25 -1.02  0.206
14 H -1.51 1.00 -0.07  0.218
15 H 1.34 0.02 2.19  0.205

Computed properties:
Molar mass   83.1 g/mol
LUMO energy   0.515 eV
Frontier orbital gap   8.21 eV
E_tot   -250.5565 Ha

---

(6)
ORCA calculation (ωB97M-V with the def2-TZVPD basis set) on C5H9N in the gas phase at a distorted geometry.

Last column: natural (NBO) charge in e.
CARTESIAN COORDINATES (ANGSTROEM)
1 N 1.28 0.45 -0.23  -0.640
2 C -1.23 0.85 0.15  -0.508
3 C -0.06 -0.13 0.06  -0.192
4 C -2.48 0.17 -0.05  0.031
5 C -3.57 -0.46 -0.19  -0.266
6 C 2.57 -0.32 0.02  -0.414
7 H 2.63 -0.71 1.04  0.196
8 H -1.22 1.32 1.17  0.245
9 H 1.35 0.87 -1.12  0.350
10 H -1.21 1.63 -0.62  0.244
11 H 0.19 -0.55 1.03  0.191
12 H -0.28 -0.95 -0.49  0.174
13 H 2.74 -1.13 -0.73  0.167
14 H -4.18 -1.23 0.03  0.219
15 H 3.48 0.20 -0.08  0.204

Computed properties:
Molar mass   83.1 g/mol
LUMO energy   1.037 eV
Frontier orbital gap   9.80 eV
E_tot   -250.5394 Ha

---

(7)
ORCA calculation (ωB97M-V with the def2-TZVPD basis set) on a gas-phase ion, C5H9N (charge +1) at a distorted geometry.

Last column: natural (NBO) charge in e.
CARTESIAN COORDINATES (ANGSTROEM)
1 N 0.62 0.41 -1.60  -0.363
2 C 0.41 0.17 0.76  -0.082
3 C -0.14 -0.69 2.99  -0.192
4 C -0.03 0.67 -0.41  0.077
5 C -0.35 0.20 2.01  -0.270
6 C -0.19 0.00 -2.71  -0.451
7 H -0.52 -0.46 3.98  0.231
8 H 0.18 0.26 -3.71  0.252
9 H 1.48 -0.12 -1.49  0.413
10 H -1.18 0.44 -2.65  0.229
11 H 1.37 -0.35 0.89  0.230
12 H -0.78 1.15 2.30  0.244
13 H 0.63 -1.44 2.89  0.207
14 H -1.09 0.85 -0.54  0.235
15 H -0.40 -1.08 -2.71  0.238

Computed properties:
Expectation value of S²   0.7834
Molar mass   83.1 g/mol
LUMO energy (spin up / spin down)   -4.125 / -7.258 eV
Frontier orbital gap (spin up / spin down)   9.88 / 7.59 eV
E_tot   -250.3230 Ha
Charge   +1
Multiplicity   2

---

(8)
ORCA calculation (ωB97M-V with the def2-TZVPD basis set) on a gas-phase ion, C5H9N2 (charge +1) at a distorted geometry.

Last column: natural (NBO) charge in e.
CARTESIAN COORDINATES (ANGSTROEM)
1 N -1.45 0.89 -0.13  -0.119
2 N -3.23 -0.56 0.39  -0.578
3 C 0.62 -1.23 -0.09  -0.714
4 C -0.19 1.13 0.17  -0.090
5 C 0.81 0.24 0.17  0.434
6 C 2.31 0.61 0.46  -0.693
7 C -2.36 0.02 -0.33  0.200
8 H 0.04 2.25 0.31  0.249
9 H -2.28 0.04 -1.51  0.264
10 H -0.27 -1.54 0.40  0.278
11 H 1.60 -1.71 0.26  0.268
12 H 2.80 -0.17 1.07  0.281
13 H 0.40 -1.36 -1.18  0.292
14 H 2.33 1.70 0.73  0.261
15 H 2.77 0.73 -0.48  0.289
16 H -3.89 -1.04 -0.25  0.377

Computed properties:
Molar mass   97.1 g/mol
LUMO energy (spin up / spin down)   -7.734 / -7.734 eV
Frontier orbital gap (spin up / spin down)   6.88 / 6.88 eV
E_tot   -305.0090 Ha
Charge   +1

---

(9)
ORCA calculation (ωB97M-V with the def2-TZVPD basis set) on 2 unconnected molecules or ions with the total composition C5H9N2 at a distorted geometry.

Last column: natural (NBO) charge in e.
CARTESIAN COORDINATES (ANGSTROEM)
1 N 3.52 -0.21 0.24  -0.295
2 N -1.63 -0.04 0.01  -0.436
3 C 4.79 -0.26 0.41  0.096
4 C 1.21 0.10 -0.56  -0.364
5 C 2.35 -0.09 -0.10  0.439
6 C -2.18 -1.10 -0.37  -0.036
7 C -2.39 0.88 0.92  -0.428
8 H -3.12 -1.50 -0.05  0.165
9 H -3.28 0.41 1.29  0.195
10 H 0.30 -0.31 -0.20  0.323
11 H -1.67 1.25 1.64  0.208
12 H 5.33 0.54 -0.06  0.225
13 H 5.36 -0.89 1.05  0.244
14 H 1.13 0.82 -1.34  0.288
15 H -1.64 -1.75 -1.03  0.164
16 H -2.63 1.58 0.23  0.213

Computed properties:
Molar mass   97.1 g/mol
LUMO energy   -5.818 eV
Frontier orbital gap   7.37 eV
E_tot   -305.0197 Ha
Charge   +1

---

(10)
ORCA calculation (ωB97M-V with the def2-TZVPD basis set) on a gas-phase ion, C5H9N2 (charge +1) at a distorted geometry.

Last column: natural (NBO) charge in e.
CARTESIAN COORDINATES (ANGSTROEM)
1 N 1.55 -1.69 -0.67  -0.475
2 N -0.04 -1.10 0.65  -0.506
3 C -0.17 1.48 0.45  -0.453
4 C 0.57 0.18 0.23  0.188
5 C 1.54 -0.19 -0.67  -0.063
6 C -1.65 1.54 0.10  -0.626
7 C 0.58 -2.15 0.11  0.286
8 H 0.02 1.82 1.51  0.253
9 H -2.44 1.32 0.87  0.234
10 H -0.85 -1.34 1.35  0.472
11 H 2.28 0.26 -1.36  0.277
12 H -1.96 0.72 -0.56  0.216
13 H -1.74 2.52 -0.41  0.248
14 H 0.16 -3.20 0.10  0.269
15 H 1.87 -2.25 -1.38  0.437
16 H 0.29 2.06 -0.32  0.242

Computed properties:
Molar mass   97.1 g/mol
LUMO energy   -3.377 eV
Frontier orbital gap   11.09 eV
E_tot   -305.1585 Ha
Charge   +1

---

(11)
ORCA calculation (ωB97M-V with the def2-TZVPD basis set) on a gas-phase ion, C5H9N2 (charge +1) at a distorted geometry.

Last column: natural (NBO) charge in e.
CARTESIAN COORDINATES (ANGSTROEM)
1 N -2.46 1.18 -0.13  -0.638
2 N 2.44 0.91 -0.89  -0.526
3 C 0.83 0.26 0.99  -0.477
4 C -0.32 -0.17 0.08  0.017
5 C -0.30 -1.47 -0.55  -0.640
6 C -1.35 0.59 -0.17  0.460
7 C 1.99 0.86 0.29  0.135
8 H 2.51 1.36 1.08  0.175
9 H -3.06 1.05 0.65  0.434
10 H 0.65 -1.67 -1.21  0.273
11 H -1.21 -1.65 -1.08  0.243
12 H -2.65 2.05 -0.71  0.454
13 H 1.89 0.37 -1.51  0.321
14 H 0.45 0.92 1.66  0.239
15 H -0.36 -2.15 0.33  0.262
16 H 1.14 -0.70 1.45  0.268

Computed properties:
Molar mass   97.1 g/mol
LUMO energy   -4.575 eV
Frontier orbital gap   9.26 eV
E_tot   -305.0744 Ha
Charge   +1

---

(12)
ORCA calculation (ωB97M-V with the def2-TZVPD basis set) on a gas-phase ion, C5H9N2 (charge +1) at a distorted geometry.

Last column: natural (NBO) charge in e.
CARTESIAN COORDINATES (ANGSTROEM)
1 N -1.51 -0.26 0.69  -0.297
2 N 0.66 -0.64 -0.57  -0.453
3 C -0.64 0.31 1.45  0.322
4 C -0.34 1.74 1.30  -0.724
5 C -0.52 -0.97 -1.30  -0.318
6 C 1.82 -1.04 -0.84  0.030
7 C -1.71 -0.68 -0.44  0.252
8 H 2.74 -0.50 -0.56  0.218
9 H -2.67 -0.69 -0.78  0.228
10 H 1.86 -1.67 -1.80  0.159
11 H 0.67 1.90 0.84  0.295
12 H -1.11 2.11 0.49  0.255
13 H -0.17 2.31 2.28  0.290
14 H -0.23 -0.21 2.35  0.250
15 H -0.78 -0.37 -2.17  0.255
16 H -0.58 -1.96 -1.54  0.239

Computed properties:
Molar mass   97.1 g/mol
LUMO energy   -4.391 eV
Frontier orbital gap   9.79 eV
E_tot   -305.0698 Ha
Charge   +1

---

(13)
ORCA calculation (ωB97M-V with the def2-TZVPD basis set) on a molecular structure, C5H9N2 at a distorted geometry.

Last column: natural (NBO) charge in e.
CARTESIAN COORDINATES (ANGSTROEM)
1 N 0.27 0.78 0.26  -0.406
2 N -1.25 -2.53 0.99  -0.130
3 C -0.71 -0.19 0.51  0.167
4 C 0.16 1.66 -0.91  -0.202
5 C 1.28 0.71 -0.82  -0.211
6 C -0.82 -1.27 1.71  -0.357
7 C -1.07 -1.61 -0.19  -0.359
8 H -0.67 1.45 -1.57  0.258
9 H 0.15 -1.44 2.20  0.248
10 H -1.53 -1.05 2.50  0.265
11 H 0.33 2.72 -0.74  0.257
12 H 0.58 1.22 1.13  0.456
13 H 2.27 1.06 -0.57  0.258
14 H -1.96 -1.62 -0.82  0.263
15 H 1.25 -0.19 -1.43  0.252
16 H -0.24 -1.98 -0.81  0.242

Computed properties:
Molar mass   97.1 g/mol
LUMO energy (spin up / spin down)   -5.048 / -4.112 eV
Frontier orbital gap (spin up / spin down)   8.84 / 9.44 eV
E_tot   -304.9271 Ha
Charge   +1

---

(14)
ORCA calculation (ωB97M-V with the def2-TZVPD basis set) on a gas-phase ion, C5H9N2 (charge +1) at a distorted geometry.

Last column: natural (NBO) charge in e.
CARTESIAN COORDINATES (ANGSTROEM)
1 N 1.34 1.01 0.36  -0.590
2 N -0.79 0.21 -0.60  -0.517
3 C 0.47 -0.19 0.33  0.142
4 C 2.41 -0.64 -0.32  -0.010
5 C 2.47 0.61 -0.24  0.199
6 C 1.21 -1.51 -0.20  -0.512
7 C -1.95 0.84 0.12  -0.432
8 H -2.02 0.16 1.02  0.222
9 H -0.08 -0.33 1.26  0.225
10 H 0.60 -1.94 -1.05  0.247
11 H 1.26 -2.31 0.56  0.266
12 H -1.21 -0.51 -1.05  0.413
13 H -0.44 0.73 -1.45  0.443
14 H -2.88 0.71 -0.49  0.248
15 H 1.52 1.30 1.25  0.396
16 H -1.90 1.86 0.51  0.261

Computed properties:
Expectation value of S²   2.0055
Molar mass   97.1 g/mol
LUMO energy (spin up / spin down)   -3.379 / -5.570 eV
Frontier orbital gap (spin up / spin down)   8.65 / 7.77 eV
E_tot   -304.8932 Ha
Charge   +1
Multiplicity   3

---

(15)
ORCA calculation (ωB97M-V with the def2-TZVPD basis set) on a gas-phase ion, C5H9N2O (charge +1) at a distorted geometry.

Last column: natural (NBO) charge in e.
CARTESIAN COORDINATES (ANGSTROEM)
1 O -1.33 -0.18 -1.58  -0.692
2 N 0.16 -1.17 -0.10  -0.515
3 N 2.14 -0.04 0.06  -0.520
4 C 0.21 1.23 -0.44  -0.225
5 C -1.83 0.13 1.00  -0.610
6 C 1.45 -1.16 0.08  0.387
7 C -0.66 0.01 -0.40  0.387
8 C 1.52 1.18 -0.23  -0.024
9 H -1.28 0.51 1.84  0.226
10 H -0.33 -2.06 -0.13  0.443
11 H 2.16 2.04 -0.27  0.249
12 H -2.25 -0.44 -1.46  0.502
13 H 1.98 -2.09 0.26  0.243
14 H -0.29 2.15 -0.70  0.262
15 H -2.60 0.81 0.68  0.227
16 H -2.21 -0.87 1.17  0.212
17 H 3.15 -0.05 0.21  0.449

Computed properties:
Molar mass   113.1 g/mol
LUMO energy   -3.820 eV
Frontier orbital gap   9.73 eV
E_tot   -380.4124 Ha
Charge   +1